1.
Below is 7 unconnected molecules or ions with the total composition C7H17Cl6N5O10 at a distorted geometry, with properties calculated with ωB97M-V with the def2-TZVPD basis set.

SMILES: C[N+](=O)[O-].C[N+](=O)[O-].C[N+](=O)[O-].C[N+](=O)[O-].C[N+](=O)[O-].ClC(Cl)Cl.ClC(Cl)Cl
Charge: 0
Calculated total energy, Eh: -4063.73459
HOMO, eV: -11.00
Relative energy (zero: lowest compared OMol25 entry of this formula, charge and spin), kcal/mol: 9.0
Frontier orbital gap, eV: 10.945

Last column: Mulliken charge in e.
Cartesian coordinates (Å):
C1 2.786 -1.869 4.263  -0.54
N1 1.390 -1.430 4.561  0.91
O1 0.715 -2.158 5.236  -0.53
O2 0.977 -0.336 4.151  -0.49
H1 2.693 -2.016 3.187  0.10
H2 3.030 -2.831 4.715  0.31
H3 3.530 -1.105 4.487  0.27
C2 -0.765 2.511 -1.777  -0.41
N2 -0.078 3.846 -1.619  0.91
O3 0.615 3.940 -0.650  -0.50
O4 -0.188 4.675 -2.536  -0.57
H4 -0.262 1.878 -2.509  0.21
H5 -1.792 2.659 -2.112  0.29
H6 -0.843 2.095 -0.773  0.09
C3 -2.479 0.110 3.868  -0.08
N3 -3.451 -1.029 3.954  0.89
O5 -3.545 -1.807 3.008  -0.51
O6 -4.174 -1.146 4.966  -0.55
H7 -1.814 0.095 4.732  0.29
H8 -3.079 1.016 3.784  0.31
H9 -1.815 -0.099 3.029  -0.25
C4 -3.019 -2.211 -0.204  -0.64
N4 -2.843 -0.786 -0.822  0.74
O7 -3.780 0.025 -0.705  -0.54
O8 -1.774 -0.551 -1.391  -0.32
H10 -2.077 -2.374 0.320  0.23
H11 -3.221 -2.915 -1.012  0.28
H12 -3.933 -2.218 0.390  0.30
C5 3.465 2.846 -2.522  -0.75
N5 3.139 1.534 -3.084  0.92
O9 2.158 1.463 -3.810  -0.50
O10 3.867 0.597 -2.822  -0.52
H13 2.764 3.572 -2.934  0.32
H14 4.487 3.080 -2.821  0.29
H15 3.499 2.992 -1.443  0.23
Cl1 2.141 -1.721 0.276  -0.18
C6 1.271 -0.270 -0.033  0.58
Cl2 2.357 1.031 0.371  -0.13
Cl3 -0.188 -0.209 1.050  -0.12
H16 0.966 -0.242 -1.079  -0.33
Cl4 -1.842 -2.067 -4.356  -0.11
C7 -0.125 -2.289 -4.772  -0.12
Cl5 0.911 -1.824 -3.399  -0.04
Cl6 0.326 -1.132 -6.091  -0.12
H17 -0.002 -3.329 -5.074  0.37

***

2.
Below is 12 unconnected molecules or ions with the total composition C39H108F6N12O24S6 at a distorted geometry, with properties calculated with ωB97M-V with the def2-TZVPD basis set.

Charge: +6
Calculated total energy, Eh: -6999.06496
HOMO, eV: -17.38
Frontier orbital gap, eV: 4.079

Last column: Mulliken charge in e.
Cartesian coordinates (Å):
C1 -4.325 -0.803 -1.321  -1.62
C2 -5.340 -1.954 -1.718  0.00
C3 -6.795 -1.577 -1.513  -0.76
O1 -7.659 -2.614 -1.729  -0.35
C4 -8.959 -2.183 -1.505  -0.82
N1 -5.139 -2.141 -3.243  0.16
H1 -5.374 -1.262 -3.682  0.49
H2 -4.170 -2.363 -3.422  0.28
H3 -5.852 -2.703 -3.686  0.46
H4 -4.571 0.097 -1.884  0.46
H5 -3.289 -0.982 -1.607  0.33
H6 -4.369 -0.492 -0.277  0.46
H7 -4.996 -2.820 -1.153  0.50
H8 -7.035 -0.655 -2.041  0.51
H9 -6.876 -1.292 -0.464  0.22
H10 -9.456 -1.423 -2.109  0.35
H11 -9.235 -2.034 -0.461  0.31
H12 -9.478 -3.118 -1.717  0.35
C5 1.159 7.296 -3.795  -1.42
C6 1.082 5.734 -4.010  0.49
C7 0.527 4.924 -2.850  -0.90
O2 0.718 3.530 -2.860  0.10
C8 -0.369 2.728 -3.394  -0.99
N2 0.361 5.387 -5.261  0.01
H13 -0.416 6.012 -5.419  0.41
H14 0.944 5.465 -6.083  0.43
H15 0.070 4.420 -5.259  0.08
H16 1.770 7.873 -4.489  0.45
H17 1.814 7.535 -2.957  0.28
H18 0.252 7.849 -3.552  0.42
H19 2.061 5.311 -4.237  0.15
H20 -0.491 5.103 -2.504  0.42
H21 0.986 5.343 -1.955  0.30
H22 -0.069 1.690 -3.252  0.02
H23 -0.595 2.878 -4.450  0.42
H24 -1.304 2.938 -2.874  0.42
C9 -2.495 -2.403 2.237  -1.71
C10 -1.024 -1.852 1.985  0.42
C11 -0.887 -0.972 0.730  0.05
O3 0.419 -0.435 0.751  -0.46
C12 0.907 -0.164 -0.600  -0.62
N3 -0.616 -0.923 3.141  0.92
H25 -1.226 -0.135 3.308  0.42
H26 -0.525 -1.387 4.033  -0.51
H27 0.243 -0.468 2.866  0.44
H28 -3.301 -1.669 2.229  0.34
H29 -2.602 -2.989 3.149  0.38
H30 -2.801 -2.993 1.373  0.55
H31 -0.346 -2.703 1.915  0.06
H32 -1.585 -0.135 0.712  0.51
H33 -1.215 -1.623 -0.081  -0.28
H34 0.800 -1.165 -1.016  0.26
H35 1.954 0.137 -0.619  -0.10
H36 0.251 0.618 -0.982  0.50
C13 7.014 -4.746 -1.505  -1.00
C14 5.726 -4.779 -2.232  0.66
O4 5.698 -4.813 -3.459  -0.49
N4 4.433 -4.588 -1.441  0.32
H37 3.872 -5.428 -1.453  0.43
H38 4.558 -4.425 -0.452  0.24
C15 3.631 -3.414 -2.031  -1.17
H39 7.062 -3.928 -0.786  0.29
H40 7.776 -4.550 -2.259  0.37
H41 7.286 -5.685 -1.024  0.34
H42 4.331 -2.590 -1.889  0.46
H43 2.714 -3.307 -1.451  0.31
H44 3.417 -3.700 -3.060  0.49
C16 -6.673 -2.043 2.510  -0.72
C17 -6.076 -3.351 2.131  0.41
O5 -5.379 -3.609 1.160  -0.46
N5 -6.586 -4.502 3.085  -0.16
H45 -7.567 -4.402 3.303  0.41
H46 -6.569 -5.288 2.451  0.45
C18 -5.688 -4.727 4.321  -0.94
H47 -7.484 -1.780 1.831  0.21
H48 -5.925 -1.273 2.318  0.19
H49 -6.912 -2.001 3.573  0.47
H50 -6.156 -5.585 4.804  0.40
H51 -5.584 -3.813 4.905  0.38
H52 -4.713 -5.099 4.004  0.40
C19 3.601 1.005 -3.636  -0.02
C20 3.338 1.654 -5.014  0.14
O6 2.802 2.755 -5.183  -0.46
N6 3.742 0.850 -6.242  -0.14
H53 3.329 -0.071 -6.254  0.39
H54 3.396 1.277 -7.090  0.43
C21 5.309 0.830 -6.450  -0.75
H55 4.212 0.106 -3.718  0.39
H56 2.648 0.745 -3.177  0.02
H57 4.077 1.745 -2.992  -0.15
H58 5.515 0.337 -7.400  0.39
H59 5.669 0.231 -5.614  0.33
H60 5.774 1.813 -6.367  0.34
C22 -1.356 0.197 8.761  -0.50
O7 0.054 0.268 8.653  -0.40
C23 0.751 -0.931 8.797  -0.54
C24 2.004 -1.105 7.904  -0.56
N7 1.575 -0.752 6.451  0.72
H61 0.830 -1.368 6.158  0.07
H62 1.390 0.234 6.335  0.62
C25 2.642 -0.826 5.332  -0.45
C26 3.884 0.081 5.580  -0.88
O8 3.459 1.410 5.877  -0.37
C27 4.483 2.054 6.739  -0.90
H63 -1.711 1.228 8.751  0.29
H64 -1.772 -0.225 9.676  0.36
H65 -1.858 -0.241 7.898  0.08
H66 0.067 -1.771 8.682  0.29
H67 1.015 -1.006 9.852  0.51
H68 2.270 -2.162 7.943  0.32
H69 2.782 -0.390 8.174  0.42
H70 2.065 -0.605 4.435  -0.16
H71 2.970 -1.866 5.340  0.50
H72 4.401 0.059 4.621  0.49
H73 4.471 -0.330 6.401  0.59
H74 5.468 2.174 6.287  0.36
H75 4.780 1.545 7.656  0.33
H76 4.243 3.103 6.911  0.33
C28 3.762 7.696 3.147  -0.81
O9 4.273 7.042 1.979  -0.33
C29 3.603 7.401 0.750  -0.70
C30 3.732 6.216 -0.211  -0.46
N8 5.160 5.543 -0.102  -0.18
H77 5.863 6.250 -0.265  0.43
H78 5.356 5.344 0.869  0.49
C31 5.398 4.267 -0.984  -0.95
C32 4.679 2.976 -0.442  -0.07
O10 4.742 2.854 0.964  -0.49
C33 4.427 1.508 1.412  -0.69
H79 4.102 8.731 3.176  0.34
H80 4.096 7.388 4.138  0.29
H81 2.681 7.638 3.276  0.33
H82 3.984 8.313 0.290  0.41
H83 2.553 7.488 1.026  0.41
H84 3.568 6.510 -1.248  0.42
H85 3.080 5.397 0.092  0.23
H86 6.477 4.139 -1.074  0.44
H87 5.010 4.432 -1.989  0.26
H88 5.160 2.090 -0.858  0.65
H89 3.605 3.054 -0.611  0.20
H90 4.436 1.387 2.495  0.30
H91 5.169 0.765 1.121  0.49
H92 3.480 1.098 1.060  -0.02
C34 -1.634 -3.499 -3.351  -0.67
O11 -2.761 -3.001 -4.051  -0.52
C35 -2.734 -3.404 -5.442  -0.85
C36 -3.869 -2.882 -6.345  -0.82
N9 -3.888 -1.279 -6.459  -0.07
H93 -4.714 -1.096 -7.011  0.48
H94 -4.185 -0.860 -5.589  0.21
C37 -2.696 -0.601 -7.131  -0.51
C38 -2.870 -0.700 -8.680  -0.52
O12 -4.203 -0.434 -9.051  -0.38
C39 -4.206 -0.058 -10.459  -0.79
H95 -1.643 -4.589 -3.355  0.35
H96 -1.662 -3.071 -2.349  0.03
H97 -0.759 -3.064 -3.833  0.33
H98 -2.896 -4.477 -5.347  0.53
H99 -1.771 -3.425 -5.952  0.62
H100 -4.843 -3.263 -6.037  0.42
H101 -3.672 -3.201 -7.368  0.39
H102 -1.809 -1.127 -6.777  0.27
H103 -2.808 0.422 -6.771  0.41
H104 -2.747 -1.726 -9.027  0.35
H105 -2.153 -0.011 -9.127  0.43
H106 -3.557 -0.675 -11.079  0.35
H107 -3.922 0.990 -10.548  0.32
H108 -5.230 -0.187 -10.809  0.28
N10 -3.414 4.027 3.339  -0.41
S1 -3.765 2.623 2.750  0.95
O13 -5.207 2.170 2.773  -0.58
O14 -2.653 1.635 2.849  -0.45
F1 -3.662 3.130 1.234  -0.32
S2 -4.286 3.774 4.801  1.04
O15 -4.105 2.543 5.546  -0.50
O16 -5.516 4.486 4.893  -0.54
F2 -3.295 4.640 5.654  -0.26
N11 4.468 -3.855 1.140  -0.53
S3 3.780 -2.530 1.598  0.76
O17 4.050 -1.342 0.840  -0.61
O18 3.400 -2.418 3.011  -0.01
F3 2.248 -2.866 1.042  -0.38
S4 5.695 -3.752 2.331  0.93
O19 5.440 -4.635 3.483  -0.54
O20 6.455 -2.527 2.570  -0.52
F4 6.816 -4.607 1.503  -0.28
N12 -0.362 -2.513 5.678  -0.40
S5 -1.766 -2.688 6.208  0.79
O21 -2.047 -2.473 7.627  -0.63
O22 -2.730 -3.501 5.468  -0.51
F5 -2.199 -1.134 5.740  -0.41
S6 0.021 -4.107 5.568  0.92
O23 -0.159 -4.723 4.307  -0.60
O24 -0.014 -4.921 6.771  -0.59
F6 1.589 -3.801 5.382  -0.28

***

3.
Below is a molecular structure, C4H5CuO2 at a distorted geometry, with properties calculated with ωB97M-V with the def2-TZVPD basis set.

<S²>: 0.7516
Charge: -1
Calculated total energy, Eh: -1946.21600
HOMO (alpha / beta), eV: -2.96 / -2.97
Relative energy (zero: lowest compared OMol25 entry of this formula, charge and spin), kcal/mol: 21.5
Frontier orbital gap (alpha / beta), eV: 6.344 / 5.322
Spin multiplicity: 2

Last column: Mulliken charge in e.
Cartesian coordinates (Å):
O1 -2.853 0.280 0.094  -0.89
C1 -1.755 -0.463 0.477  -0.27
H1 -1.386 1.252 -0.401  0.17
H2 -1.602 -1.382 -0.145  0.18
H3 -1.711 -0.655 1.577  0.12
C2 -0.575 0.489 0.155  -0.28
C3 0.509 -0.096 -0.659  -0.32
C4 1.822 0.012 -0.409  0.19
O2 2.814 -0.256 0.193  -0.33
Cu1 4.683 0.565 -0.427  -0.15
H4 -0.209 0.969 1.073  0.28
H5 0.264 -0.714 -1.531  0.30